Record 1
The following is a DFT calculation (ωB97M-V/def2-TZVPD) of 2 unconnected molecules or ions with the total composition CBrNO3 at a distorted geometry.

CARTESIAN COORDINATES (ANGSTROEM)
C 1.31554 0.27085 -1.35950
N -1.67987 0.53437 0.49273
O 1.67555 1.37085 -1.23815
O -1.62157 -0.52380 0.88534
O 0.87421 -0.76618 -1.50637
Br -0.56386 -0.88609 2.72595

Cartesian forces, eV/Å:
0.5 2.9 0.1
-0.1 -0.8 0.1
0.2 -0.5 0.1
-1.0 1.2 -1.9
-0.7 -2.4 -0.2
1.1 -0.5 1.8

The calculation puts the total energy at -78709.04744 eV. As for the gap between HOMO and LUMO (spin up / spin down): 8.9 / 8.2 eV. The value obtained for the energy relative to the best compared isomer or geometry (same formula, charge and spin) is 28.7 kcal/mol.

These are the natural (NBO) partial charges, in e, on atoms 1 to 4: C 1.02; N 0.30; O -0.52; O -0.10

Record 2
The following is a DFT calculation (ωB97M-V/def2-TZVPD) of a molecular structure, C5H9NO.

CARTESIAN COORDINATES (ANGSTROEM)
C 1.53527 0.80179 0.12516
C 0.19551 0.10418 0.23095
C 0.08359 -1.14171 1.06945
C -1.08896 0.99462 0.12898
N -1.41810 0.27152 -1.12980
C -0.38287 -0.55167 -0.96588
O -0.08694 -1.63645 -1.63951
H 2.32996 0.06233 -0.02190
H 1.73805 1.33257 1.06120
H 1.56598 1.51616 -0.70726
H 1.02069 -1.40515 1.56629
H 0.34332 -2.12687 -0.87515
H -0.74816 -1.13551 1.77176
H -1.81198 0.78984 0.92197
H -0.94542 2.06808 -0.02082
H -2.32994 0.05626 -1.51544

Cartesian forces, eV/Å:
0.1 0.0 0.0
0.0 0.0 -0.2
0.0 0.0 0.5
-0.1 0.3 0.2
0.0 -0.3 -0.1
-0.2 0.1 -0.3
0.1 0.2 0.4
-0.1 0.1 0.0
0.0 -0.1 -0.1
0.0 -0.1 0.1
-0.1 0.0 -0.2
0.0 -0.1 -0.3
0.0 0.0 -0.1
0.1 0.1 -0.1
0.0 -0.1 0.0
0.1 0.0 0.1

The calculation puts the total energy at -8864.72867 eV. As for the gap between HOMO and LUMO: 7.3 eV. The value obtained for the energy relative to the best compared isomer or geometry (same formula, charge and spin) is 103.4 kcal/mol.

These are the natural (NBO) partial charges, in e, on atoms 1 to 4: C -0.60; C -0.14; C -0.89; C -0.19

Record 3
The following is a DFT calculation (ωB97M-V/def2-TZVPD) of 2 unconnected molecules or ions with the total composition C2H6ClN at a distorted geometry.

CARTESIAN COORDINATES (ANGSTROEM)
C 1.43906 -0.24651 -0.12595
C -1.55984 0.75594 0.29427
N 0.28913 -1.02873 0.17672
Cl -2.94624 -0.15987 0.06553
H 2.32103 -0.79880 0.22684
H 1.58934 -0.01010 -1.18533
H 1.41838 0.68016 0.45186
H -1.19802 1.30095 -0.55691
H -1.29928 1.02630 1.29624
H -0.05357 -1.51936 -0.64326

Cartesian forces, eV/Å:
0.1 0.0 -0.3
-0.5 1.0 0.0
0.3 -0.5 0.4
-0.3 -0.4 -0.1
0.1 0.0 0.0
0.0 0.0 0.0
0.0 0.0 0.1
0.1 0.0 -0.1
0.1 -0.1 0.2
0.1 -0.1 -0.3

The calculation puts the total energy at -16179.53940 eV. As for the gap between HOMO and LUMO (spin up / spin down): 8.7 / 9.2 eV. Its spin multiplicity is 3. The value obtained for the energy relative to the best compared isomer or geometry (same formula, charge and spin) is 0.0 kcal/mol.

These are the natural (NBO) partial charges, in e, on atoms 1 to 4: C -0.50; C -0.40; N -0.41; Cl 0.02

Record 4
The following is a DFT calculation (ωB97M-V/def2-TZVPD) of a molecular structure, C35H31N2O3PdSb.

CARTESIAN COORDINATES (ANGSTROEM)
Pd -0.44347 -0.64100 0.61844
O 0.31497 0.30037 2.49395
C 1.45886 0.81182 2.60305
C 1.68731 1.75870 3.66772
C 2.89163 2.34689 3.86550
C 4.00841 2.03846 3.03562
C 3.85499 1.13883 2.03428
C 2.60660 0.49630 1.75829
C 2.61657 -0.40914 0.69267
N 1.57784 -1.07433 0.19794
N 1.88378 -1.91221 -0.76982
C 0.77742 -2.52518 -1.30776
O -0.39046 -2.22295 -1.03135
C 1.07426 -3.61234 -2.27473
C 0.00780 -4.28939 -2.86259
C 0.24656 -5.31132 -3.76465
C 1.55171 -5.66263 -4.08496
C 2.61616 -4.99034 -3.50249
C 2.38187 -3.96611 -2.59766
H 0.82998 1.97534 4.29168
H 3.01482 3.06278 4.66930
H 4.95914 2.52021 3.21600
H 4.69014 0.88802 1.39053
H 3.56420 -0.61501 0.19673
H -0.99944 -3.99709 -2.59822
H -0.58400 -5.83455 -4.22000
H 1.73820 -6.46176 -4.79114
H 3.63274 -5.26344 -3.75407
H 3.20310 -3.43379 -2.14104
C 1.08987 -3.16950 2.85004
C -0.38492 -3.49064 2.90158
C -0.91526 -4.15728 4.14264
O -1.11583 -3.17471 1.99006
H 1.66759 -3.67711 3.62038
H 1.19346 -2.08856 2.97515
H 1.47491 -3.42164 1.86231
H -0.28640 -4.99547 4.44299
H -1.94104 -4.48098 3.98532
H -0.88971 -3.42798 4.95748
C -4.09583 4.92096 -3.16747
C -4.69192 3.86491 -2.49296
C -3.93550 2.76220 -2.11889
C -2.57671 2.69869 -2.40995
C -1.99004 3.76071 -3.09072
C -2.74172 4.86599 -3.46652
Sb -1.42151 0.95157 -1.90553
C 0.34397 2.01927 -1.34000
C 0.58048 2.60563 -0.09668
C 1.76868 3.27435 0.15765
C 2.74601 3.35884 -0.82398
C 2.53258 2.76822 -2.05899
C 1.33908 2.10153 -2.31299
C -2.37115 0.69804 -0.00186
C -2.81578 -0.56873 0.40578
C -3.43667 -0.74642 1.65148
C -3.63545 0.33322 2.48420
C -3.23109 1.60709 2.07855
C -2.60851 1.78554 0.86181
H -4.68308 5.78306 -3.45667
H -5.74766 3.89784 -2.25394
H -4.41821 1.94986 -1.58530
H -0.92985 3.74624 -3.32230
H -2.26700 5.68647 -3.99013
H -0.15709 2.52437 0.69043
H 1.94006 3.71365 1.13320
H 3.67630 3.87476 -0.62115
H 3.29380 2.82085 -2.82756
H 1.19752 1.63337 -3.28214
H -2.73932 -1.42368 -0.25924
H -3.74234 -1.74214 1.94351
H -4.11208 0.19887 3.44662
H -3.40613 2.45929 2.72312
H -2.32820 2.78430 0.54946

Cartesian forces, eV/Å:
0.1 -0.3 0.2
0.0 0.2 -0.2
0.0 -0.1 0.1
0.0 0.0 0.0
-0.1 0.0 0.0
0.0 0.0 0.0
0.1 0.0 0.0
0.0 -0.1 -0.1
0.1 0.0 0.0
0.0 0.1 0.0
0.1 0.0 0.0
0.1 0.1 0.2
-0.1 0.0 -0.1
-0.1 0.0 -0.1
0.0 0.0 0.0
0.0 0.0 0.0
0.0 0.0 0.0
0.0 0.0 0.0
0.0 0.0 0.0
0.0 0.0 0.0
0.0 0.0 0.0
0.0 0.0 0.0
0.0 0.0 0.0
0.0 0.1 0.1
0.0 0.0 0.0
0.0 0.0 0.0
0.0 0.0 0.0
0.0 0.0 0.0
0.0 0.0 0.0
0.0 0.0 0.0
0.1 0.1 -0.1
0.0 0.0 0.0
-0.1 -0.1 0.0
0.0 0.0 0.0
0.0 0.0 0.0
0.0 0.0 0.0
0.0 0.0 0.0
0.0 0.0 0.0
0.0 0.0 0.0
0.0 0.0 0.0
0.0 0.0 0.0
-0.1 0.0 0.0
0.1 0.0 0.1
0.0 0.1 0.0
0.0 0.0 0.0
-0.2 -0.1 -0.3
0.1 0.1 0.0
-0.1 0.0 -0.1
0.0 0.0 0.0
0.1 0.0 0.0
0.0 0.0 0.0
0.0 0.0 0.0
0.0 0.2 0.2
0.0 -0.2 0.0
0.1 0.0 0.0
0.0 0.0 0.0
0.0 0.0 0.0
0.0 0.0 0.0
0.0 0.0 0.0
0.0 0.0 0.0
0.0 0.0 0.0
0.0 0.0 0.0
0.0 0.0 0.0
0.0 0.0 0.0
0.0 0.0 0.0
0.0 0.0 0.0
0.0 0.0 0.0
0.0 0.0 0.0
0.0 0.0 0.0
0.0 0.0 0.0
0.0 0.0 0.0
0.0 0.0 0.0
0.0 0.0 0.0

The calculation puts the total energy at -55936.07640 eV. As for the gap between HOMO and LUMO (spin up / spin down): 7.4 / 6.0 eV. Its spin multiplicity is 3. The value obtained for the energy relative to the best compared isomer or geometry (same formula, charge and spin) is 15.4 kcal/mol.

These are the Löwdin partial charges, in e, on atoms 1 to 4: Pd 0.77; O -0.08; C -0.37; C -0.01

Record 5
The following is a DFT calculation (ωB97M-V/def2-TZVPD) of a molecular structure, C23H19AsINPtS at a distorted geometry.

CARTESIAN COORDINATES (ANGSTROEM)
Pt 0.00000 0.00000 0.00000
S 2.35440 0.11040 0.00000
C 2.85330 1.58600 0.84670
C 4.09800 1.55410 1.50610
C 4.40960 2.51510 2.46000
C 3.46880 3.48210 2.77960
C 2.24700 3.53090 2.09970
C 1.91090 2.61350 1.04750
As 0.11040 2.59180 0.00000
C 0.33650 4.56730 -0.04850
C 0.10840 5.43600 1.05290
C 0.24850 6.82130 0.90150
C 0.54830 7.35720 -0.35370
C 0.70500 6.51030 -1.44970
C 0.62180 5.12820 -1.28590
C -1.51910 2.51980 -1.02090
C -2.53180 3.43590 -0.72550
C -3.64080 3.52780 -1.56050
C -3.75510 2.67970 -2.66650
C -2.76360 1.72700 -2.92520
C -1.64370 1.64040 -2.09680
H 4.79080 0.73950 1.32720
H 5.34670 2.47150 2.99920
H 3.67110 4.19530 3.56970
H 1.60900 4.28410 2.47120
H -0.20960 5.06130 2.02210
H 0.09890 7.47970 1.74550
H 0.63310 8.42830 -0.48130
H 0.88410 6.92300 -2.43630
H 0.72630 4.48550 -2.14370
H -2.42320 4.12760 0.10140
H -4.39350 4.27960 -1.37360
H -4.60400 2.77430 -3.33050
H -2.84850 1.08300 -3.78960
H -0.85160 0.93730 -2.32900
I -1.73900 -2.93280 0.30180
C -2.76830 -1.12540 0.11580
C -4.15640 -1.13550 0.11690
C -4.82400 0.08010 -0.00820
C -4.08710 1.25310 -0.12900
C -2.70470 1.16250 -0.11970
N -2.02880 0.00000 0.00000
H -4.71730 -2.05870 0.21190
H -5.91000 0.11130 -0.01150
H -4.57750 2.21520 -0.22800
H -2.08510 2.05030 -0.21100
H 0.00000 -1.71780 0.00000

Cartesian forces, eV/Å:
2.3 -0.7 0.5
-0.4 -0.4 -0.4
-1.4 -0.7 0.1
0.0 0.6 0.2
-0.1 -0.4 -0.4
-0.5 -0.1 -0.4
0.6 -1.1 -0.6
2.0 0.3 1.9
2.9 0.6 1.7
-1.3 0.5 0.4
0.0 0.0 -0.7
0.1 -0.6 -0.5
0.0 -0.4 0.0
0.1 0.1 0.4
-0.2 0.3 0.1
2.5 4.5 -7.0
-0.9 4.8 -3.1
1.3 0.4 0.0
0.2 -0.5 -0.3
-0.1 0.8 0.2
0.5 0.9 -2.7
-0.2 0.0 -0.1
0.1 0.0 -0.1
-0.1 0.0 -0.1
-0.8 0.6 -0.1
0.1 -0.1 -0.2
0.0 0.0 0.1
0.0 0.0 0.0
0.1 0.0 0.1
0.1 -0.1 -0.2
0.0 -0.1 0.1
-0.1 0.0 0.1
0.0 0.0 0.0
0.0 0.0 0.0
0.0 0.1 0.1
-1.3 -1.0 0.2
0.4 0.3 -0.3
-0.2 0.2 -0.1
0.3 -0.1 -0.2
-0.5 -0.3 0.4
-2.0 -5.0 3.7
-1.5 -1.1 0.3
0.2 0.1 0.0
0.1 0.0 0.0
0.1 -0.5 0.5
-3.1 -4.2 6.8
0.7 2.6 -0.2

The calculation puts the total energy at -108659.65172 eV. As for the gap between HOMO and LUMO (spin up / spin down): 6.7 / 5.2 eV. Its spin multiplicity is 3.

These are the natural (NBO) partial charges, in e, on atoms 1 to 4: Pt 0.19; S -0.18; C -0.18; C -0.23

Record 6
The following is a DFT calculation (ωB97M-V/def2-TZVPD) of a molecular structure, C28H42BBeBrCl2F2N4O8PSi at a distorted geometry.

CARTESIAN COORDINATES (ANGSTROEM)
C 3.15151 0.59559 -0.50099
C 3.45831 -0.34511 -1.73039
B 2.14075 -0.94560 -2.34090
O 1.27337 -0.13197 -3.08103
C 1.62737 -2.49880 -2.15195
C 1.33810 -2.96633 -3.55057
N 0.89983 -3.53779 -4.46432
P 2.97788 -3.58182 -1.45750
O 3.49826 -3.10010 -0.15331
C 0.32693 -2.42194 -1.28654
C 0.72807 -1.75650 0.00377
N 1.10634 -1.34755 1.02412
C -0.29524 -3.80267 -0.91490
F 0.14027 -4.82175 -1.67745
F 0.09715 -4.10052 0.35874
C -1.83199 -3.83965 -0.88437
C -2.49204 -2.51518 -0.50855
Si -3.35169 -1.46150 -1.91978
C -2.45759 -1.71196 -3.58749
C -5.16874 -1.89503 -2.13094
C -3.01067 0.34212 -1.46759
C -2.76212 0.70310 -0.14095
C -2.47096 2.02108 0.18937
C -2.42318 2.97505 -0.81241
C -2.68620 2.61419 -2.11614
C -2.97881 1.31036 -2.47158
H 3.71684 1.53554 -0.57698
H 3.43293 0.12325 0.44553
H 2.08654 0.86293 -0.54729
H 4.24791 -1.07374 -1.51598
H 3.86926 0.33326 -2.50305
H 1.48662 -0.29702 -4.01283
H 3.99965 -3.57826 -2.44549
H 2.57967 -4.92945 -1.32546
H -0.35960 -1.72627 -1.78703
H -2.12328 -4.56114 -0.10365
H -2.32121 -4.34745 -1.91617
H -1.82391 -1.85100 0.05624
H -3.32752 -2.79030 0.15807
H -1.98407 -2.68175 -3.69763
H -3.12393 -1.45707 -4.42162
H -1.63192 -0.97538 -3.61002
H -5.20558 -2.81471 -2.74427
H -5.71483 -2.09987 -1.20179
H -5.67164 -1.12834 -2.74018
H -2.77262 -0.03894 0.65904
H -2.26977 2.25265 1.23562
H -2.16770 4.00522 -0.57336
H -2.63692 3.35639 -2.91207
H -3.15639 1.03393 -3.50884
C 5.04192 -6.43688 -1.86434
O 5.62257 -7.51754 -1.64430
O 3.89154 -6.57588 -2.62473
O 5.35052 -5.29499 -1.49937
H 3.95474 -7.54460 -2.72401
C 4.59918 2.74146 3.68258
C 4.11091 1.31347 3.85524
N 2.74172 1.25509 4.39734
C 1.71681 0.50106 3.89248
C 0.64662 0.68486 4.71316
N 1.05574 1.54922 5.71114
C 2.32504 1.88520 5.49463
C 0.24712 2.02831 6.83123
H 4.60251 3.27838 4.63227
H 5.61293 2.74958 3.29256
H 3.95695 3.28765 2.99367
H 4.75813 0.76454 4.54018
H 4.12457 0.79500 2.89838
H 1.87396 -0.08907 3.00591
H -0.35354 0.29113 4.71888
H 2.91165 2.54853 6.10712
H 0.16096 3.11313 6.76970
H 0.72967 1.74673 7.76479
H -0.74219 1.58308 6.78656
C 6.88691 5.85541 2.50453
Cl 5.39281 5.32352 1.72113
Cl 7.10613 5.07412 4.07694
H 7.72646 5.60140 1.86724
H 6.84245 6.92880 2.65038
Be 0.01485 2.80417 3.83593
C -7.47480 2.53299 -1.68684
C -7.43272 3.87288 -0.99473
O -6.24950 4.46386 -1.53291
C -6.00373 3.87608 -2.73159
O -5.19155 4.25271 -3.50901
O -6.81017 2.79920 -2.92228
H -8.48912 2.18014 -1.86021
H -6.91855 1.76379 -1.14519
H -8.28842 4.50227 -1.24714
H -7.36544 3.78575 0.08750
Br -2.52480 -5.15620 -3.31272

Cartesian forces, eV/Å:
0.1 0.0 -0.6
0.3 0.6 -0.2
0.3 0.3 0.3
0.7 -0.7 0.2
0.3 -0.1 -1.4
-1.4 -1.3 0.5
0.9 1.1 0.8
1.9 -0.5 1.1
-0.7 0.5 0.0
1.1 0.4 0.5
0.5 0.2 1.2
-1.0 -0.3 -1.7
-0.6 -0.2 -0.2
0.2 0.3 -0.3
-0.2 -0.1 -0.1
0.2 2.0 2.8
-0.7 -1.4 -0.4
0.3 0.8 -1.0
0.4 0.8 0.8
0.2 -0.6 -0.2
-0.3 -1.1 0.3
0.0 0.2 -0.1
0.0 -0.4 0.4
0.1 0.4 0.5
0.1 0.5 -1.2
0.0 -0.2 0.5
-0.1 -0.3 -0.1
-0.4 -0.1 -0.2
0.3 0.0 0.5
-0.3 0.1 0.2
-0.2 -0.3 0.1
-0.5 0.3 -0.1
-0.7 0.0 -0.3
-0.4 0.4 -0.7
-0.1 -0.5 0.0
0.0 -0.5 -0.9
0.1 0.0 -0.2
0.1 -0.1 -0.4
0.2 0.3 -0.2
-0.2 0.0 -0.4
0.1 -0.4 0.1
-0.3 -0.2 0.0
0.0 0.2 0.3
0.0 0.3 -0.2
0.1 -0.1 0.4
-0.1 0.1 -0.2
0.0 0.2 -0.3
-0.1 -0.2 -0.1
-0.1 0.0 0.3
0.0 0.2 0.1
-0.3 -0.2 -0.3
0.3 0.4 0.3
0.5 -0.3 0.3
0.0 0.0 0.1
-0.7 0.1 -0.4
-0.4 -0.1 0.2
0.6 0.1 0.0
-0.1 0.0 0.0
0.4 -0.3 0.1
0.1 0.0 0.4
0.3 -0.8 0.7
-0.2 0.1 -0.4
0.1 0.1 0.1
0.1 0.0 0.0
0.0 -0.1 0.0
0.0 0.0 0.0
-0.1 -0.1 0.0
-0.2 -0.1 0.1
-0.3 -0.1 -0.1
0.1 -0.2 -0.1
0.0 0.0 0.0
-0.1 0.0 0.0
-0.1 0.0 0.0
0.0 0.0 -0.1
0.1 0.1 0.0
0.1 0.2 -0.2
0.1 0.1 0.0
-0.1 -0.1 0.0
-0.1 0.0 0.1
-0.4 1.1 -0.9
-0.2 -0.3 0.1
-0.2 0.1 0.3
0.0 -0.2 -0.2
0.1 0.1 -0.1
0.1 0.0 -0.1
0.1 0.2 0.2
0.1 0.0 -0.2
0.0 0.0 0.0
0.0 0.0 0.0
0.2 0.1 0.0
-0.1 -0.4 -0.1

The calculation puts the total energy at -170810.50869 eV. As for the gap between HOMO and LUMO: 1.8 eV. The net charge is +1.

These are the Löwdin partial charges, in e, on atoms 1 to 4: C -0.09; C -0.13; B -0.46; O 0.12